This record from OMol25 describes the ion C3H7N2O2 with charge +1 in a non-equilibrium geometry. The level of theory is the ωB97M-V functional and the def2-TZVPD basis.

The calculation puts the HOMO energy (spin up / spin down) at -12.46 / -12.46 eV. As for the total charge: +1. The HOMO-LUMO gap (spin up / spin down) is 5.94 / 5.94 eV. The calculation puts the LUMO energy (spin up / spin down) at -6.5 / -6.5 eV. The energy above the lowest of the compared OMol25 structures with the same formula, charge and spin is 5.2966 eV.

Each line ends with the natural charge from an NBO analysis.
Element x y z (Å)
C: -0.394 0.601 1.577  0.5362
C: -0.419 0.149 -0.908  0.5929
C: -0.343 -0.893 -1.860  -0.7395
N: -1.324 1.034 2.350  -0.0504
N: 0.925 0.922 1.903  -0.8168
O: -0.423 -0.158 0.374  -0.3851
O: -2.537 0.737 2.359  -0.4743
H: -0.599 1.168 -1.153  0.2191
H: -1.346 -1.229 -1.819  0.3269
H: 0.259 -1.687 -1.465  0.2957
H: -0.157 -0.577 -2.842  0.2878
H: -0.940 1.496 3.230  0.3925
H: 1.221 0.734 2.830  0.4170
H: 1.556 0.778 1.137  0.3981


This record from OMol25 describes a structure of composition C49H60F3O6Pt in a non-equilibrium geometry. The level of theory is the ωB97M-V functional and the def2-TZVPD basis.

The calculation puts the HOMO energy (spin up / spin down) at -4.21 / -4.19 eV. As for the total charge: -1. The HOMO-LUMO gap (spin up / spin down) is 5.03 / 4.82 eV. The calculation puts the LUMO energy (spin up / spin down) at 0.8 / 0.6 eV.

Each line ends with the Mulliken charge.
Element x y z (Å)
Pt: -0.128 -0.772 -0.136  3.0090
C: -0.625 -0.888 -3.834  -1.1527
O: -0.228 -0.312 -2.607  -0.3258
C: 0.779 0.647 -2.686  -0.3854
C: 2.126 0.281 -2.673  -0.0636
C: 2.555 -1.160 -2.526  -0.7172
C: 3.155 -1.600 -1.198  0.3199
C: 3.889 -2.762 -1.163  -0.9435
C: 4.322 -3.340 0.032  0.2157
C: 4.034 -2.658 1.208  -0.6385
C: 3.304 -1.484 1.233  -0.1370
C: 3.043 -0.879 2.607  -1.2858
C: 2.314 0.439 2.722  0.0334
C: 3.062 1.554 3.085  -0.1387
C: 2.496 2.808 3.263  -0.3853
C: 1.137 2.942 2.998  -0.6392
C: 0.344 1.861 2.655  0.1417
C: -1.142 2.045 2.480  -0.7098
C: -1.601 2.696 1.203  0.1279
C: -2.675 3.556 1.210  -0.5638
C: -3.248 4.035 0.033  0.1092
C: -2.638 3.695 -1.183  -0.7264
C: -1.563 2.842 -1.251  -0.3047
C: -1.062 2.370 -2.602  -1.0553
C: 0.396 1.992 -2.714  0.1849
C: 1.373 2.943 -2.957  -0.7332
C: 2.709 2.594 -3.144  0.0634
C: 3.070 1.272 -2.926  0.0618
C: 3.669 3.636 -3.712  2.0586
C: 3.099 4.082 -5.071  -1.7008
C: 5.076 3.087 -3.969  -2.1897
C: 3.797 4.855 -2.791  -1.7663
C: -1.057 2.246 -0.048  -0.1887
O: -0.164 1.365 -0.088  -0.5251
C: -4.563 4.794 0.018  2.2098
C: -5.593 3.908 -0.702  -1.4500
C: -4.389 6.128 -0.722  -1.8051
C: -5.106 5.084 1.422  -2.1532
C: 0.929 0.589 2.584  0.0087
O: 0.077 -0.453 2.293  -0.1640
C: -0.147 -1.456 3.261  -1.3790
C: 3.271 4.012 3.786  2.1347
C: 3.261 5.136 2.740  -1.7407
C: 4.729 3.674 4.112  -2.1948
C: 2.605 4.497 5.084  -1.7398
C: 2.788 -0.944 0.019  0.2414
O: 2.009 0.061 0.000  -0.8920
C: 5.000 -4.700 -0.005  2.2636
C: 5.349 -5.229 1.388  -2.1746
C: 4.028 -5.697 -0.658  -1.6330
C: 6.296 -4.624 -0.823  -1.7320
H: -0.653 -0.144 -4.639  0.3352
H: -1.629 -1.286 -3.675  0.2848
H: 0.046 -1.702 -4.138  0.2833
H: 3.280 -1.390 -3.317  0.6072
H: 1.683 -1.804 -2.677  0.0327
H: 4.098 -3.262 -2.100  0.5194
H: 4.363 -3.058 2.157  0.5804
H: 4.027 -0.757 3.083  0.6329
H: 2.508 -1.632 3.196  0.3666
H: 4.122 1.408 3.236  0.5147
H: 0.667 3.910 3.084  0.6664
H: -1.531 2.627 3.322  0.5911
H: -1.621 1.057 2.493  -0.1831
H: -3.094 3.830 2.167  0.5185
H: -3.041 4.076 -2.114  0.4522
H: -1.292 3.140 -3.347  0.5667
H: -1.653 1.476 -2.834  0.2760
H: 1.071 3.977 -3.028  0.6570
H: 4.105 0.972 -2.966  0.7124
H: 2.901 3.214 -5.697  0.3364
H: 3.813 4.725 -5.583  0.4719
H: 2.166 4.626 -4.951  0.3348
H: 5.045 2.247 -4.658  0.3890
H: 5.554 2.770 -3.046  0.4038
H: 5.692 3.867 -4.418  0.4578
H: 2.828 5.296 -2.579  0.2979
H: 4.422 5.616 -3.259  0.4648
H: 4.248 4.569 -1.845  0.3934
H: -5.294 3.711 -1.727  0.3322
H: -6.575 4.379 -0.714  0.4543
H: -5.678 2.957 -0.184  0.1732
H: -4.046 5.969 -1.740  0.2961
H: -3.655 6.747 -0.207  0.3704
H: -5.332 6.670 -0.760  0.4770
H: -5.300 4.156 1.957  0.3910
H: -6.048 5.627 1.345  0.4489
H: -4.412 5.692 2.000  0.3988
H: 0.047 -1.085 4.273  0.3358
H: 0.465 -2.341 3.065  0.3110
H: -1.200 -1.730 3.168  0.2151
H: 3.778 4.810 1.841  0.3823
H: 3.759 6.024 3.129  0.4549
H: 2.247 5.405 2.462  0.3222
H: 5.257 3.329 3.226  0.4129
H: 4.784 2.904 4.878  0.4089
H: 5.241 4.560 4.486  0.4409
H: 1.605 4.878 4.903  0.3283
H: 3.198 5.292 5.533  0.4756
H: 2.527 3.679 5.797  0.3451
H: 4.454 -5.325 1.996  0.4092
H: 6.055 -4.574 1.892  0.3879
H: 5.806 -6.213 1.305  0.4487
H: 3.108 -5.749 -0.080  0.3391
H: 4.464 -6.693 -0.704  0.4432
H: 3.770 -5.394 -1.670  0.3399
H: 6.992 -3.928 -0.359  0.3775
H: 6.101 -4.288 -1.837  0.2957
H: 6.771 -5.604 -0.872  0.4710
F: -5.679 0.627 0.894  -0.2819
C: -4.949 -0.446 0.497  0.7134
F: -5.560 -1.517 1.051  -0.3042
F: -5.150 -0.550 -0.831  -0.2646
C: -3.394 -0.329 0.915  0.2135
O: -3.205 -0.386 2.120  -0.7217
O: -2.651 -0.199 -0.057  -0.6341
C: -0.424 -2.772 -0.240  -0.5277
H: -1.383 -3.263 -0.133  0.3954
H: 0.410 -3.469 -0.316  0.3115


This record from OMol25 describes a cluster of 11 separate species, H22O11 in total in a non-equilibrium geometry. The level of theory is the ωB97M-V functional and the def2-TZVPD basis.

The calculation puts the HOMO energy at -10.56 eV. As for the total charge: 0. The HOMO-LUMO gap is 10.42 eV. Its SMILES is O.O.O.O.O.O.O.O.O.O.O. The calculation puts the LUMO energy at -0.1 eV. The energy above the lowest of the compared OMol25 structures with the same formula, charge and spin is 1.4054 eV.

Each line ends with the natural charge from an NBO analysis.
Element x y z (Å)
O: 0.570 -3.113 -0.455  -0.9885
H: -0.144 -3.545 0.085  0.5036
H: 1.217 -2.791 0.140  0.4625
O: -2.622 1.253 -1.117  -0.9946
H: -2.822 2.024 -0.598  0.4807
H: -1.822 0.845 -0.793  0.4934
O: -0.773 -1.392 2.323  -0.9583
H: -0.976 -0.659 1.754  0.4817
H: -1.459 -2.027 2.075  0.4692
O: -1.819 -3.869 0.626  -0.9746
H: -2.458 -4.486 0.259  0.4748
H: -1.975 -3.197 -0.047  0.4934
O: 1.105 1.304 -2.577  -0.9527
H: 0.225 1.311 -3.040  0.4949
H: 1.069 0.628 -1.920  0.4771
O: 2.326 0.167 0.268  -0.9532
H: 2.579 -0.517 0.837  0.4955
H: 3.016 0.238 -0.450  0.5028
O: 2.752 2.648 1.303  -0.9885
H: 3.472 2.843 1.963  0.4839
H: 2.736 1.700 1.059  0.4963
O: 0.460 1.785 2.130  -0.9650
H: 1.062 2.408 1.802  0.4839
H: -0.386 2.256 2.053  0.4644
O: 0.249 3.384 -0.969  -0.9659
H: 0.993 3.983 -0.828  0.4641
H: 0.698 2.627 -1.361  0.4803
O: -2.218 -1.935 -1.095  -0.9790
H: -2.724 -1.144 -0.986  0.5125
H: -1.791 -1.945 -2.001  0.5048
O: -0.444 -0.001 -0.095  -1.0047
H: -0.600 -0.869 -0.433  0.4952
H: 0.502 0.084 0.087  0.5103


This record from OMol25 describes a cluster of 12 separate species, C27H63Cl10N5O10 in total in a non-equilibrium geometry. The level of theory is the ωB97M-V functional and the def2-TZVPD basis.

The calculation puts the HOMO energy at -10.71 eV. As for the total charge: 0. The HOMO-LUMO gap is 10.43 eV. Its SMILES is C[N+](=O)[O-].C[N+](=O)[O-].C[N+](=O)[O-].C[N+](=O)[O-].C[N+](=O)[O-].CCCCCC.CCCCCC.ClCCCl.ClCCCl.ClCCCl.ClCCCl.ClCCCl. The calculation puts the LUMO energy at -0.3 eV.

Each line ends with the Mulliken charge.
Element x y z (Å)
C: -4.292 2.039 6.127  -0.6884
N: -4.995 3.409 6.252  0.8396
O: -6.221 3.317 6.249  -0.5062
O: -4.248 4.343 6.458  -0.5054
H: -3.911 1.563 7.031  0.2703
H: -3.564 2.099 5.318  0.2756
H: -5.106 1.467 5.683  0.3148
C: 5.859 -6.354 5.016  -0.6815
N: 4.499 -6.044 4.456  0.8156
O: 4.488 -5.079 3.720  -0.4910
O: 3.524 -6.759 4.729  -0.5099
H: 6.644 -6.145 4.290  0.2833
H: 5.802 -7.424 5.220  0.2998
H: 6.042 -5.835 5.956  0.2814
C: 3.117 5.867 1.714  -0.7431
N: 4.156 6.400 2.678  0.8499
O: 4.576 7.526 2.406  -0.4990
O: 4.326 5.807 3.734  -0.5014
H: 2.268 5.486 2.282  0.2966
H: 3.564 5.099 1.082  0.2789
H: 2.718 6.693 1.125  0.3178
C: -1.394 -7.993 2.585  -0.6939
N: -1.175 -6.888 1.592  0.8241
O: -0.220 -6.114 1.793  -0.4801
O: -1.935 -6.874 0.597  -0.5077
H: -1.584 -8.855 1.945  0.3098
H: -2.191 -7.764 3.293  0.2675
H: -0.433 -8.171 3.068  0.2807
C: 5.360 -0.246 5.449  -0.6939
N: 6.033 -0.603 6.720  0.8911
O: 5.856 0.146 7.655  -0.5236
O: 6.735 -1.587 6.693  -0.5301
H: 4.491 -0.905 5.459  0.2739
H: 6.016 -0.521 4.623  0.2746
H: 5.082 0.807 5.485  0.3082
C: -3.283 10.379 0.249  -1.1106
C: -2.576 9.904 -1.025  -0.5838
C: -2.336 8.372 -1.016  -0.3943
C: -3.588 7.606 -1.335  -0.5774
C: -3.390 6.128 -1.671  -0.3969
C: -2.740 5.312 -0.587  -1.2241
H: -2.546 10.274 1.045  0.2778
H: -4.193 9.792 0.371  0.2973
H: -3.594 11.423 0.204  0.3403
H: -3.122 10.179 -1.928  0.3702
H: -1.605 10.397 -1.077  0.3243
H: -1.919 7.955 -0.099  0.2785
H: -1.631 8.226 -1.835  0.3064
H: -4.306 7.654 -0.516  0.3049
H: -4.131 7.925 -2.225  0.2569
H: -4.366 5.721 -1.937  0.3104
H: -2.720 6.255 -2.521  0.2649
H: -2.552 4.264 -0.823  0.3445
H: -1.752 5.703 -0.342  0.2874
H: -3.191 5.299 0.405  0.3239
C: -4.134 -0.118 -6.340  -1.1964
C: -2.761 0.459 -5.880  -0.4561
C: -1.992 1.280 -7.014  -0.7878
C: -1.566 0.480 -8.220  -0.5633
C: -0.656 -0.694 -7.966  -0.2413
C: -0.336 -1.634 -9.204  -1.3610
H: -4.095 -0.989 -6.994  0.2935
H: -4.775 0.542 -6.924  0.3138
H: -4.772 -0.383 -5.496  0.3654
H: -2.901 1.125 -5.030  0.3393
H: -2.070 -0.269 -5.455  0.3167
H: -1.084 1.656 -6.542  0.3112
H: -2.545 2.187 -7.258  0.3870
H: -2.353 0.192 -8.917  0.3889
H: -0.985 1.191 -8.806  0.3026
H: 0.306 -0.314 -7.623  0.2698
H: -1.096 -1.367 -7.230  0.2657
H: -1.300 -2.016 -9.541  0.3480
H: 0.234 -1.206 -10.028  0.3393
H: 0.120 -2.536 -8.796  0.3658
Cl: 5.712 -6.878 -3.972  -0.1742
C: 4.599 -5.625 -3.442  -0.3835
C: 3.450 -5.279 -4.436  -0.3846
Cl: 2.445 -6.735 -4.718  -0.1935
H: 5.238 -4.757 -3.281  0.2618
H: 4.111 -5.985 -2.536  0.2998
H: 3.845 -4.958 -5.400  0.3059
H: 2.748 -4.545 -4.040  0.2676
Cl: 7.108 -0.619 -2.364  -0.1726
C: 6.937 0.939 -3.227  -0.4353
C: 6.858 0.790 -4.774  -0.4665
Cl: 5.507 -0.151 -5.306  -0.1523
H: 7.715 1.667 -3.000  0.3263
H: 6.003 1.387 -2.889  0.2963
H: 7.783 0.271 -5.026  0.3050
H: 6.719 1.756 -5.260  0.2999
Cl: -5.258 -1.859 2.006  -0.1652
C: -5.620 -3.297 1.034  -0.3647
C: -6.383 -4.373 1.783  -0.4291
Cl: -5.541 -4.707 3.295  -0.1794
H: -4.663 -3.719 0.727  0.2486
H: -6.137 -2.981 0.128  0.3130
H: -6.337 -5.366 1.335  0.2593
H: -7.437 -4.205 2.004  0.3178
Cl: 0.297 0.665 2.070  -0.2037
C: 0.663 -1.060 1.441  -0.4589
C: 0.296 -1.266 -0.081  -0.3556
Cl: 1.333 -0.191 -1.084  -0.1975
H: 0.176 -1.776 2.104  0.3305
H: 1.728 -1.177 1.641  0.3039
H: -0.731 -1.012 -0.346  0.2997
H: 0.531 -2.255 -0.475  0.2796
Cl: 0.094 -3.161 7.335  -0.1910
C: -0.880 -4.636 7.354  -0.3928
C: -0.414 -5.591 8.497  -0.4347
Cl: -1.297 -7.165 8.461  -0.2071
H: -0.984 -5.067 6.358  0.3007
H: -1.894 -4.372 7.652  0.2944
H: -0.549 -5.152 9.486  0.3236
H: 0.645 -5.821 8.388  0.3081


no.,E (hartree)
1,-378.05918
2,-2773.46877
3,-840.82848
4,-6694.07486